Entry 1:
Molecular formula: C2H2NO2P
Method: DFT, the ωB97M-V functional and the def2-TZVPD basis

```
8
Properties=species:S:1:pos:R:3
O 1.330 -1.132 0.373
C 0.308 -0.949 0.986
C -0.821 -0.183 0.271
N -0.407 0.768 -0.429
P 0.408 0.954 -1.821
O 1.161 2.190 -1.940
H -0.048 -1.237 2.013
H -1.932 -0.412 0.547
```

Summary:
SMILES string ... O=C/C=N\P=O
Total charge ... 0
F_max ... 1.98 eV/A

=====

Entry 2:
Molecular formula: F16K3N8O32S16
Method: DFT, the ωB97M-V functional and the def2-TZVPD basis

```
75
Properties=species:S:1:pos:R:3
K 10.835 -23.076 -20.641
K 7.965 -23.813 -15.287
K 13.347 -24.968 -19.138
N 12.261 -22.376 -18.245
S 11.748 -22.424 -16.655
O 10.525 -23.190 -16.541
O 11.772 -21.255 -15.829
F 12.888 -23.410 -16.106
S 13.214 -21.252 -18.156
O 14.383 -21.296 -17.291
O 12.825 -19.874 -18.510
F 13.770 -21.711 -19.579
N 18.013 -22.439 -19.742
S 18.206 -24.153 -19.852
O 17.420 -24.821 -20.828
O 18.783 -24.900 -18.796
F 19.480 -23.862 -20.824
S 17.198 -22.628 -18.504
O 17.854 -22.564 -17.223
O 15.917 -23.396 -18.554
F 16.672 -21.072 -18.749
N 12.943 -24.732 -21.791
S 12.480 -26.160 -22.628
O 13.061 -27.449 -22.130
O 12.126 -26.006 -24.088
F 11.049 -26.250 -22.030
S 14.033 -24.449 -22.884
O 13.656 -23.590 -24.042
O 15.185 -25.357 -22.876
F 14.606 -23.197 -21.971
N 9.589 -17.024 -14.767
S 10.614 -15.893 -14.535
O 11.582 -15.499 -15.533
O 11.068 -15.845 -13.126
F 9.496 -14.674 -14.527
S 10.716 -18.271 -14.286
O 10.559 -18.813 -12.915
O 11.960 -18.267 -15.022
F 9.888 -19.305 -15.200
N 17.570 -25.403 -15.054
S 16.046 -25.008 -15.096
O 15.652 -23.667 -15.387
O 15.284 -25.862 -14.193
F 15.721 -25.600 -16.614
S 17.887 -24.653 -13.556
O 17.688 -25.397 -12.315
O 17.387 -23.247 -13.447
F 19.476 -24.472 -13.570
N 12.211 -17.733 -22.779
S 12.066 -18.314 -21.332
O 10.753 -18.985 -21.162
O 12.844 -17.646 -20.244
F 12.915 -19.659 -21.618
S 11.492 -16.274 -22.384
O 12.443 -15.291 -21.918
O 10.145 -16.291 -21.794
F 11.205 -15.878 -23.854
N 16.008 -18.782 -13.845
S 15.245 -19.601 -14.810
O 14.753 -19.007 -16.048
O 14.608 -20.791 -14.255
F 16.572 -20.356 -15.374
S 14.539 -17.835 -13.339
O 13.489 -18.480 -12.525
O 14.202 -16.760 -14.237
F 15.460 -16.945 -12.332
N 10.646 -28.234 -17.008
S 10.129 -26.632 -17.305
O 10.744 -25.899 -18.383
O 9.561 -25.901 -16.175
F 8.674 -26.964 -17.952
S 11.516 -27.608 -15.864
O 10.993 -27.587 -14.505
O 12.499 -26.530 -16.167
F 12.427 -28.905 -15.925
```

Summary:
Total charge ... -5
F_max ... 14.30 eV/A

=====

Number 1: DFT total energy -623.95687 hartree. Number 2: DFT total energy -12613.87696 hartree.